(1)
A molecular structure, C30H50BrN3OP2Ti at a distorted geometry, computed with the ωB97M-V functional and the def2-TZVPD basis.

Properties
Calculated total energy ... -150154.431 eV
Lowest unoccupied orbital energy (spin up / spin down) ... -6.9 / -7.7 eV
Expectation value of S² ... 2.0167
Highest occupied orbital energy (spin up / spin down) ... -12.07 / -12.05 eV
Net charge ... +2
Spin multiplicity ... 3
Kohn-Sham gap (spin up / spin down) ... 5.13 / 4.35 eV

Geometry (Å):
H: 2.830033 -2.524119 -2.006768
H: -1.871344 0.532037 -1.291952
C: 1.789141 4.007723 -3.289707
H: 1.004125 3.509752 -3.858379
C: -2.618794 -3.091895 -0.633959
C: 2.578421 0.917777 0.258169
C: -3.658478 1.741861 1.368905
C: 2.781007 4.798542 -3.875606
C: -2.581998 0.216688 3.863833
C: 2.787906 4.553855 -1.109731
H: 0.493192 -3.300429 -1.908057
C: -0.392770 2.737907 -1.087019
C: -3.269259 3.120593 1.272095
C: 2.167996 -0.567901 3.486358
N: 1.038039 -0.311192 4.361426
C: -2.244939 1.221080 -0.528374
H: 3.355321 -3.516187 -0.642975
H: 2.360479 -1.962726 0.994658
C: -0.988635 -4.405049 -3.019292
C: 1.437488 -0.012774 -2.202868
P: -1.471155 -2.007701 -1.599389
H: -3.999758 -0.050052 0.056592
H: -1.810287 -4.241148 -3.724549
H: -2.346757 1.195464 3.256964
H: 2.169130 1.278976 1.213430
O: -0.352611 -0.040141 2.572673
H: 1.147679 -2.620843 -0.090186
H: -1.964309 -2.137961 -4.679421
C: -2.170656 3.431798 0.505126
H: -2.815928 -0.710877 3.318863
H: -0.214328 -4.979034 -3.541960
N: 3.691412 5.395650 -3.127960
Ti: -2.160259 0.378162 1.838366
H: 0.926394 -1.043456 6.369102
C: -2.855268 -1.829502 -4.124141
C: -0.372823 -3.103847 -2.552894
H: -0.969107 0.653462 6.580538
H: -1.352890 -5.011600 -2.183662
C: 2.790264 0.330102 -2.822995
H: -3.407028 0.532560 4.508492
N: -1.310285 -0.028209 4.588743
H: 4.627241 1.269859 0.840062
H: 3.609541 -0.297288 -2.456293
H: 2.780685 4.908568 -4.953318
H: 1.029954 0.727337 6.238139
C: -4.048702 -3.247495 -1.139039
H: -2.132430 -4.075324 -0.541721
C: 1.821465 3.894265 -1.891404
C: 3.726853 5.313604 -1.807897
H: -1.217522 -1.133156 6.381876
H: -1.920967 -0.210853 -3.098317
H: -3.494782 -2.702122 -3.964007
H: 2.767772 4.480564 -0.020258
H: 4.051048 -1.916912 -0.858891
C: -0.193847 -0.129030 3.852329
H: -2.636106 -2.659541 0.384706
H: -3.415242 -1.138463 -4.764778
H: 2.450295 -0.232899 5.927825
H: -2.569487 0.016086 6.199913
C: -3.427207 0.879529 0.213469
C: 0.747637 3.172998 -1.304798
H: 3.058999 1.382138 -2.675104
H: 2.450887 0.340665 2.923180
C: 2.014366 -1.944733 -0.047799
H: 4.101127 -0.381971 1.171628
C: 4.017700 0.441088 0.451235
H: -4.576535 -2.290029 -1.227161
H: -4.076467 -3.754081 -2.110554
P: 1.281477 -0.253969 -0.363653
C: 1.361907 -0.221059 5.781957
H: -3.856009 3.868571 1.801083
C: -1.494554 -0.132343 6.008159
H: -0.001443 -2.519614 -3.401629
Br: -5.165601 1.191730 2.624770
H: -3.405527 -0.748909 -2.318268
C: 3.117973 -2.486076 -0.948827
H: 0.734544 0.809084 -2.397532
H: 2.728378 0.173764 -3.909003
H: 1.934487 -1.366464 2.765034
H: -1.789409 4.447101 0.488371
H: 3.032460 -0.883262 4.101904
H: 1.028115 -0.917634 -2.679565
C: -1.612569 2.484132 -0.382998
H: -4.615017 -3.870770 -0.434072
C: -2.502597 -1.110330 -2.834391
H: 4.492014 5.841780 -1.246665
H: 2.554315 1.795093 -0.399486
H: 4.482407 0.129038 -0.490738

Force components x, y, z for each atom (eV/Å):
H 0.026 0.090 0.235
H -0.148 0.328 0.498
C 0.398 0.179 0.280
H 0.292 0.147 0.076
C -0.012 -0.082 0.032
C -0.022 0.059 0.265
C -3.170 0.713 -1.099
C -0.851 -0.737 0.845
C 2.555 1.677 2.011
C -0.299 -0.194 -0.502
H -0.132 0.001 -0.222
C 2.159 1.252 0.679
C -0.066 -0.709 0.380
C 0.738 -0.044 -0.915
N -1.074 0.115 0.174
C -1.142 0.067 -0.412
H -0.064 0.224 -0.135
H -0.113 0.026 -0.266
C 0.184 -0.460 -0.481
C -0.274 -0.249 0.131
P 0.083 0.859 0.867
H 0.318 0.412 -0.017
H 0.155 -0.097 0.214
H -0.881 0.268 2.185
H 0.194 0.052 -0.155
O -0.010 -0.221 0.684
H 0.192 0.106 0.139
H -0.137 0.028 0.132
C -0.417 0.580 -0.244
H -0.633 -0.448 -0.304
H -0.258 -0.106 0.087
N 1.050 0.869 -0.665
Ti 3.111 -2.843 -3.818
H 0.343 0.222 -0.299
C -0.505 0.172 -0.440
C -0.110 -0.151 0.022
H -0.288 -0.507 -0.350
H 0.081 0.056 -0.216
C 0.196 -0.037 -0.316
H 0.428 -0.535 -0.082
N -1.954 0.498 0.120
H -0.096 -0.214 -0.048
H -0.227 0.163 -0.085
H 0.351 0.250 0.034
H 0.135 -0.367 -0.410
C -0.196 -0.455 0.115
H -0.198 0.280 0.111
C 0.358 0.112 -0.014
C -0.846 -0.719 0.389
H -0.177 0.524 -0.076
H -0.129 -0.177 0.035
H 0.173 0.120 -0.003
H 0.096 0.031 -0.386
H -0.309 -0.127 -0.096
C 1.535 -0.069 -0.375
H 0.002 -0.245 -0.224
H 0.092 -0.177 -0.041
H -0.459 -0.137 -0.303
H 0.591 -0.230 0.132
C 0.880 1.097 0.088
C -3.445 -0.520 0.101
H 0.007 -0.211 0.103
H -0.114 -0.482 0.319
C -0.318 0.140 -0.025
H -0.061 0.079 -0.197
C 0.297 0.353 0.009
H 0.111 -0.164 -0.053
H -0.028 0.179 0.200
P 0.241 0.143 -0.083
C -0.047 0.331 1.303
H 0.451 -0.071 0.210
C -0.188 -0.181 1.870
H -0.038 -0.088 0.052
Br 0.793 0.652 -1.573
H 0.162 -0.097 -0.165
C 0.362 -0.351 -0.025
H 0.089 -0.334 -0.216
H 0.084 0.091 0.210
H 0.038 0.380 0.360
H -0.063 -0.079 0.002
H -0.643 0.152 -0.412
H 0.106 0.368 0.196
C 0.500 -1.435 0.257
H 0.023 0.155 -0.194
C 0.156 -0.151 -0.185
H 0.068 0.081 -0.368
H 0.090 -0.235 0.069
H -0.152 0.056 0.274

(2)
A single C5H7NO2 molecule at a distorted geometry, computed with the ωB97M-V functional and the def2-TZVPD basis.

Properties
Calculated total energy ... -10882.353 eV
Lowest unoccupied orbital energy ... -0.1 eV
Highest occupied orbital energy ... -9.85 eV
Net charge ... 0
SMILES string ... [H]/N=C1/OC(C)(C)C1=O
Kohn-Sham gap ... 9.73 eV

Geometry (Å):
N: -2.793058 -1.026097 0.511811
H: 1.019874 -1.865049 -0.600017
H: 0.714088 1.874086 -1.369663
H: -2.866613 -1.209312 1.519757
H: 1.555169 1.817239 0.193170
C: 0.260441 0.127496 -0.198729
C: 0.611617 1.594626 -0.315129
O: -0.310493 -0.426562 2.281688
O: -1.076952 -0.155030 -0.899719
C: -0.444139 -0.295148 1.099584
C: 1.329139 -0.819777 -0.701766
H: 2.256201 -0.688784 -0.132467
H: -0.164104 2.238253 0.112951
H: 1.552305 -0.632488 -1.757015
C: -1.643476 -0.533454 0.255544

Force components x, y, z for each atom (eV/Å):
N 1.127 0.734 -0.741
H -0.028 0.176 -0.010
H 0.034 -0.151 0.144
H 0.195 0.117 -0.366
H -0.133 -0.162 -0.041
C 0.271 0.167 -0.512
C -0.110 0.282 -0.111
O 0.878 0.307 -0.604
O 1.180 0.345 0.189
C -0.761 -0.107 0.534
C 0.083 -0.187 -0.045
H -0.206 0.067 -0.026
H 0.066 -0.193 -0.009
H -0.110 0.053 0.152
C -2.485 -1.449 1.446

(3)
A single C22H33N3O5 molecule, computed with the ωB97M-V functional and the def2-TZVPD basis.

Properties
Calculated total energy ... -38059.687 eV
Lowest unoccupied orbital energy ... 0.7 eV
Highest occupied orbital energy ... -7.98 eV
Net charge ... 0
SMILES string ... CCCCCNC(=O)CCCCn1c(=O)[nH]c2cc(OCC)c(OCC)cc2c1=O
Kohn-Sham gap ... 8.72 eV

Geometry (Å):
C: 1.072066 2.794527 -0.574410
H: -3.594940 -2.762245 0.068583
H: -1.751462 2.183623 1.718662
H: -2.407537 -1.779036 -0.794051
H: 0.386970 -2.751391 -3.068984
H: -2.654206 1.391988 2.997650
C: -0.965030 1.471410 -1.034821
H: -1.308160 -3.119463 -3.376012
H: 0.701404 4.817120 -0.340126
H: -3.367368 3.564032 -1.625235
C: -1.082452 3.906373 -0.642244
H: -0.270211 -4.724899 -1.762348
H: 3.689779 -2.612818 -0.581345
H: -3.313454 -0.988064 1.807253
C: -3.847586 2.693397 0.283078
C: -3.685505 1.396217 1.081327
H: -3.516364 3.552963 0.866980
C: -0.603092 -2.785645 -2.617519
H: -3.359073 1.775410 -1.618362
C: -2.404407 1.337765 1.935105
H: 2.098086 -2.122683 -1.188912
H: 5.081211 1.622981 2.421052
O: -1.737586 4.921183 -0.539664
H: 1.504224 -1.369242 1.179564
C: 2.625219 0.460418 -0.595376
O: -0.373203 0.084676 1.611179
C: 2.440174 2.862595 -0.367562
H: 0.759556 -0.520933 -1.014188
H: -0.751120 -2.194480 1.046336
H: -1.994956 -3.116955 1.922087
H: -4.905013 2.836848 0.052382
H: -3.688385 0.573221 0.363231
C: -1.584346 0.072753 1.721035
C: -3.101257 2.672579 -1.052218
C: 2.277341 -2.109034 0.977992
C: -1.823855 -2.317411 1.192522
H: -2.700033 -4.193833 -1.590016
C: 1.264403 0.411525 -0.828573
H: 5.443842 0.092289 -0.209791
H: 3.062849 -1.998243 1.722155
H: 4.071487 0.276022 1.891749
O: -1.560023 0.446926 -1.315843
H: 1.855048 -3.106666 1.069960
N: -1.653585 2.672241 -0.894937
C: 5.427372 1.009921 0.382652
C: 5.066983 0.708505 1.832366
C: 0.473349 1.559300 -0.822516
N: -2.311736 -1.064770 1.723780
H: -0.877877 -1.777756 -2.317794
N: 0.278449 3.917954 -0.525238
C: -1.999157 -3.900275 -0.805157
H: 5.783518 0.006849 2.250401
H: -1.969931 -4.709105 -0.069818
C: -2.526286 -2.635076 -0.129402
C: 2.854341 -1.924757 -0.421444
C: 3.233988 1.722081 -0.367207
O: 4.554431 1.971071 -0.192226
H: 2.922228 3.809969 -0.183318
H: 6.408673 1.489850 0.327408
H: -4.557149 1.276756 1.728854
O: 3.432115 -0.644547 -0.608988
H: 0.089497 -3.392699 -0.670570
C: -0.612274 -3.741320 -1.429127

Force components x, y, z for each atom (eV/Å):
C -0.016 -0.775 -0.134
H -0.046 0.073 -0.014
H 0.035 -0.085 0.071
H -0.085 0.071 0.022
H 0.068 0.060 -0.099
H 0.049 0.025 -0.001
C 0.267 0.058 -0.091
H -0.074 -0.015 -0.124
H -0.224 -0.110 -0.023
H 0.049 -0.162 0.028
C 0.397 0.241 0.024
H 0.078 0.013 0.080
H -0.171 0.055 -0.057
H 0.090 0.122 -0.066
C 0.075 -0.187 -0.137
C -0.122 0.202 0.013
H -0.077 0.065 0.009
C 0.098 -0.100 0.203
H 0.034 0.159 0.055
C 0.104 -0.077 -0.149
H 0.073 0.000 -0.006
H 0.016 0.057 0.085
O -0.223 0.194 0.025
H -0.105 -0.028 0.078
C -0.111 0.011 -0.030
O 0.298 0.041 -0.063
C 0.072 -0.140 0.020
H -0.026 -0.167 0.018
H -0.021 -0.075 0.075
H 0.115 0.004 -0.086
H -0.006 0.066 -0.002
H -0.068 -0.043 0.056
C -0.260 0.287 0.443
C -0.510 0.175 -0.036
C 0.149 0.220 -0.318
C -0.010 -0.095 -0.207
H -0.021 -0.097 0.004
C 0.185 0.180 -0.017
H 0.061 0.236 0.076
H 0.073 -0.014 0.074
H -0.088 -0.092 0.051
O -0.028 -0.156 0.073
H -0.079 -0.112 0.028
N -0.154 -0.078 -0.069
C 0.445 -0.438 0.385
C -0.007 0.206 -0.414
C 0.448 0.242 0.005
N -0.324 -0.286 0.106
H -0.019 0.151 -0.037
N 0.120 0.322 0.064
C 0.081 0.113 0.088
H 0.063 -0.098 0.070
H -0.076 -0.088 -0.019
C 0.144 -0.198 0.071
C -0.123 -0.380 0.219
C -0.314 0.152 0.005
O -0.331 0.066 -0.288
H 0.091 0.111 0.040
H -0.125 -0.087 -0.001
H -0.006 -0.071 -0.040
O 0.153 0.355 -0.073
H 0.130 -0.033 0.070
C -0.210 -0.045 -0.132